This record from the Open Molecules 2025 dataset describes a cluster of 2 separate species, CH4O3 in total. The level of theory is ωB97M-V with the def2-TZVPD basis set.

Last column: natural (NBO) charge in e.
CARTESIAN COORDINATES (ANGSTROEM)
O: -0.450 0.779 -0.346  -0.6836
O: -0.078 -0.079 2.598  -0.9606
O: 0.641 -0.778 -1.538  -0.5910
C: -0.068 0.186 -1.477  0.6450
H: 0.789 -0.361 2.921  0.4840
H: -0.484 0.676 -2.364  0.1118
H: -0.688 -0.824 2.537  0.4843
H: 0.056 0.381 0.394  0.5101

Output
Lowest unoccupied orbital energy, eV: 0.546
ΔE to the lowest compared entry with this formula, charge and spin, kcal per mole: 3.80
Total charge: 0